Entry 1:
{
  "formula": "C37H67IrNO2Si4",
  "method": "ωB97M-V with the def2-TZVPD basis set",
  "orbital_gap_ha": [0.1718, 0.1616],
  "homo_ev": [-12.899, -12.626],
  "e_above_lowest_kj_mol": 44.59,
  "spin_multiplicity": 2,
  "charge": 2,
  "elements": ["Ir", "C", "C", "C", "C", "C", "C", "C", "N", "C", "C", "C", "C", "C", "C", "O", "C", "C", "C", "C", "C", "C", "C", "C", "C", "O", "C", "C", "C", "C", "C", "C", "H", "H", "H", "H", "H", "H", "H", "H", "H", "H", "H", "H", "H", "H", "H", "H", "H", "H", "H", "H", "H", "H", "H", "H", "H", "H", "H", "H", "H", "H", "H", "H", "H", "H", "H", "H", "H", "H", "H", "H", "C", "Si", "C", "C", "Si", "Si", "C", "C", "C", "Si", "C", "C", "C", "H", "H", "H", "H", "H", "H", "H", "H", "H", "H", "H", "H", "H", "H", "H", "H", "H", "H", "H", "H", "H", "H", "H", "H", "H", "H", "H"],
  "coordinates": [[-0.13, -0.27, 0.25], [7.11, 0.87, 1.93], [6.10, -0.25, 2.24], [6.06, -0.51, 3.76], [6.54, -1.53, 1.53], [4.71, 0.20, 1.80], [3.98, -0.48, 0.87], [2.65, -0.07, 0.62], [1.77, -0.65, -0.22], [1.94, -1.59, -1.17], [3.10, -1.85, -1.92], [3.09, -2.92, -2.78], [1.93, -3.76, -2.82], [0.75, -3.51, -2.17], [0.71, -2.32, -1.39], [-0.39, -1.85, -0.84], [-0.44, -4.46, -2.25], [-0.10, -5.76, -2.99], [-0.87, -4.85, -0.82], [-1.59, -3.77, -3.01], [4.29, -3.28, -3.64], [5.40, -2.23, -3.55], [4.85, -4.63, -3.16], [3.84, -3.40, -5.10], [2.03, 0.98, 1.39], [0.72, 1.13, 1.29], [2.84, 1.78, 2.25], [4.13, 1.36, 2.42], [2.28, 3.01, 2.97], [3.36, 3.74, 3.77], [1.71, 3.99, 1.93], [1.17, 2.57, 3.94], [8.11, 0.53, 2.18], [6.91, 1.78, 2.50], [7.09, 1.12, 0.87], [7.04, -0.84, 4.10], [5.33, -1.29, 3.99], [5.79, 0.38, 4.32], [7.50, -1.85, 1.93], [6.66, -1.37, 0.46], [5.83, -2.34, 1.70], [4.36, -1.34, 0.35], [3.95, -1.20, -1.82], [1.99, -4.65, -3.43], [0.74, -6.27, -2.52], [0.13, -5.58, -4.04], [-0.96, -6.42, -2.96], [-0.08, -5.42, -0.34], [-1.76, -5.48, -0.87], [-1.09, -3.98, -0.21], [-1.36, -3.72, -4.08], [-1.75, -2.75, -2.66], [-2.52, -4.33, -2.88], [5.84, -2.18, -2.55], [5.05, -1.24, -3.84], [6.20, -2.51, -4.24], [5.17, -4.57, -2.11], [5.71, -4.89, -3.77], [4.11, -5.43, -3.24], [3.41, -2.46, -5.46], [3.10, -4.19, -5.25], [4.70, -3.63, -5.73], [4.76, 1.91, 3.10], [4.21, 4.02, 3.15], [3.71, 3.14, 4.61], [2.93, 4.66, 4.18], [2.51, 4.41, 1.32], [1.21, 4.81, 2.44], [0.99, 3.51, 1.27], [1.56, 1.86, 4.67], [0.34, 2.11, 3.41], [0.80, 3.44, 4.48], [-1.72, 0.39, 4.13], [-2.79, 1.39, 2.97], [-4.53, 1.49, 3.61], [-2.12, 3.07, 2.48], [-2.34, 0.11, 0.86], [-3.58, 1.26, -0.99], [-5.34, 1.33, -0.40], [-2.71, 2.91, -1.13], [-3.24, 0.13, -2.44], [-3.53, -2.09, 1.49], [-2.15, -2.89, 2.47], [-5.09, -1.89, 2.46], [-3.77, -2.76, -0.22], [-1.40, 1.01, 4.98], [-0.82, 0.00, 3.65], [-2.28, -0.46, 4.54], [-4.51, 2.06, 4.54], [-4.94, 0.51, 3.85], [-5.21, 1.99, 2.93], [-1.79, 3.60, 3.38], [-2.89, 3.68, 2.00], [-1.27, 2.99, 1.81], [-5.43, 1.88, 0.53], [-5.76, 0.33, -0.26], [-5.96, 1.84, -1.14], [-3.02, 3.60, -0.34], [-2.95, 3.38, -2.08], [-1.63, 2.79, -1.08], [-3.87, -0.76, -2.42], [-2.19, -0.19, -2.45], [-3.43, 0.65, -3.38], [-2.22, -2.64, 3.53], [-1.17, -2.58, 2.11], [-2.20, -3.98, 2.39], [-4.93, -1.44, 3.44], [-5.53, -2.88, 2.63], [-5.84, -1.29, 1.93], [-2.91, -2.56, -0.86], [-4.66, -2.35, -0.70], [-3.89, -3.85, -0.17]],
  "lowdin_spin": [0.044, 0.000, 0.000, 0.000, 0.000, 0.000, -0.001, -0.001, -0.004, -0.002, -0.001, -0.001, -0.005, 0.000, -0.006, 0.004, 0.000, 0.000, 0.000, 0.000, 0.000, 0.000, 0.000, 0.000, -0.003, 0.003, 0.000, -0.003, 0.000, 0.000, 0.000, 0.000, 0.000, 0.000, 0.000, 0.000, 0.000, 0.000, 0.000, 0.000, 0.000, 0.000, 0.000, 0.000, 0.000, 0.000, 0.000, 0.000, 0.000, 0.000, 0.000, 0.000, 0.000, 0.000, 0.000, 0.000, 0.000, 0.000, 0.000, 0.000, 0.000, 0.000, 0.000, 0.000, 0.000, 0.000, 0.000, 0.000, 0.000, 0.000, 0.000, 0.000, 0.033, 0.181, 0.014, 0.064, 0.331, 0.032, 0.005, -0.001, 0.012, 0.153, 0.020, 0.014, 0.063, 0.006, 0.001, 0.000, 0.004, 0.000, 0.000, 0.012, 0.000, 0.003, 0.000, 0.000, 0.001, 0.000, 0.000, 0.000, 0.000, 0.000, 0.002, 0.000, 0.001, 0.004, 0.000, 0.004, 0.000, 0.003, 0.000, 0.012]
}


Entry 2:
{
  "formula": "C32H58N2O12S6",
  "method": "ωB97M-V with the def2-TZVPD basis set",
  "orbital_gap_ha": 0.3099,
  "homo_ev": -8.465,
  "e_above_lowest_kj_mol": 191.17,
  "smiles": "O=S1(=O)CCCC1.O=S1(=O)CCCC1.O=S1(=O)CCCC1.O=S1(=O)CCCC1.O=S1(=O)CCCC1.O=S1(=O)CCCC1.c1cc[nH]c1.c1cc[nH]c1",
  "charge": 0,
  "elements": ["C", "C", "C", "S", "O", "O", "C", "H", "H", "H", "H", "H", "H", "H", "H", "C", "C", "C", "S", "O", "O", "C", "H", "H", "H", "H", "H", "H", "H", "H", "C", "C", "C", "S", "O", "O", "C", "H", "H", "H", "H", "H", "H", "H", "H", "C", "C", "C", "S", "O", "O", "C", "H", "H", "H", "H", "H", "H", "H", "H", "C", "C", "C", "S", "O", "O", "C", "H", "H", "H", "H", "H", "H", "H", "H", "C", "C", "C", "S", "O", "O", "C", "H", "H", "H", "H", "H", "H", "H", "H", "N", "C", "C", "C", "C", "H", "H", "H", "H", "H", "N", "C", "C", "C", "C", "H", "H", "H", "H", "H"],
  "coordinates": [[14.45, -16.89, 12.41], [15.04, -18.20, 13.06], [14.70, -19.35, 12.11], [12.89, -19.05, 11.68], [12.08, -19.28, 12.86], [12.58, -19.71, 10.43], [13.12, -17.17, 11.57], [15.26, -16.43, 11.85], [14.20, -16.20, 13.22], [14.53, -18.37, 14.01], [16.08, -18.07, 13.36], [14.79, -20.38, 12.43], [15.27, -19.09, 11.21], [12.20, -16.71, 11.91], [13.27, -16.88, 10.53], [16.19, -29.21, 14.89], [14.89, -29.28, 14.01], [14.57, -27.88, 13.55], [16.19, -27.02, 13.28], [16.24, -25.79, 14.10], [16.56, -27.05, 11.87], [17.19, -28.27, 14.15], [16.67, -30.17, 15.11], [16.06, -28.73, 15.86], [14.04, -29.66, 14.58], [15.03, -29.86, 13.10], [14.12, -27.21, 14.28], [13.97, -27.89, 12.64], [18.02, -27.84, 14.71], [17.67, -28.75, 13.30], [19.41, -21.11, 13.31], [19.83, -21.59, 14.72], [19.49, -20.52, 15.77], [18.85, -19.06, 14.94], [19.96, -18.16, 14.63], [17.76, -18.53, 15.79], [18.26, -20.11, 13.53], [19.02, -21.92, 12.70], [20.25, -20.64, 12.80], [20.89, -21.81, 14.63], [19.29, -22.47, 15.07], [20.26, -20.21, 16.48], [18.70, -20.94, 16.38], [18.16, -19.44, 12.68], [17.32, -20.61, 13.79], [15.28, -20.69, 20.28], [16.00, -19.33, 20.65], [16.02, -18.40, 19.35], [14.33, -18.66, 18.66], [14.25, -18.57, 17.22], [13.51, -17.74, 19.44], [14.16, -20.42, 19.33], [14.96, -21.19, 21.19], [16.10, -21.28, 19.86], [16.96, -19.45, 21.15], [15.31, -18.77, 21.29], [16.73, -18.78, 18.62], [16.18, -17.35, 19.60], [14.41, -21.03, 18.46], [13.15, -20.70, 19.61], [13.66, -24.72, 11.13], [12.94, -23.35, 10.79], [11.49, -23.74, 10.41], [11.47, -25.57, 9.97], [11.03, -25.86, 8.60], [10.90, -26.18, 11.16], [13.32, -25.73, 10.05], [13.29, -25.01, 12.11], [14.72, -24.55, 11.30], [13.45, -22.82, 9.99], [13.06, -22.69, 11.65], [11.12, -23.18, 9.55], [10.81, -23.67, 11.25], [13.74, -25.43, 9.09], [13.61, -26.76, 10.29], [16.58, -25.24, 18.82], [15.19, -25.78, 18.36], [15.04, -27.20, 18.96], [16.67, -27.85, 19.33], [17.25, -28.36, 18.03], [16.55, -28.76, 20.47], [17.27, -26.22, 19.85], [16.46, -24.26, 19.29], [17.31, -25.12, 18.02], [15.14, -25.83, 17.28], [14.40, -25.17, 18.79], [14.53, -27.93, 18.33], [14.46, -27.17, 19.88], [18.36, -26.24, 19.85], [16.91, -26.23, 20.88], [15.89, -23.27, 15.27], [16.30, -22.36, 16.26], [15.70, -21.15, 16.00], [14.80, -21.37, 15.00], [14.96, -22.59, 14.50], [16.36, -24.14, 15.07], [17.03, -22.71, 16.97], [15.81, -20.25, 16.59], [14.18, -20.61, 14.54], [14.59, -23.12, 13.63], [17.43, -24.03, 8.72], [17.35, -22.65, 8.54], [16.93, -22.10, 9.78], [16.80, -23.19, 10.69], [17.19, -24.35, 10.07], [17.80, -24.72, 8.07], [17.50, -22.20, 7.57], [16.67, -21.07, 9.98], [16.42, -23.08, 11.70], [17.38, -25.37, 10.38]],
  "lowdin_charge": [-0.178, -0.220, -0.215, 0.690, -0.332, -0.345, -0.168, 0.104, 0.106, 0.097, 0.096, 0.072, 0.095, 0.091, 0.086, -0.176, -0.196, -0.210, 0.744, -0.377, -0.346, -0.210, 0.117, 0.081, 0.118, 0.119, 0.100, 0.099, 0.106, 0.091, -0.197, -0.197, -0.241, 0.706, -0.328, -0.359, -0.206, 0.105, 0.116, 0.110, 0.101, 0.107, 0.072, 0.097, 0.090, -0.230, -0.184, -0.190, 0.702, -0.330, -0.342, -0.200, 0.110, 0.097, 0.106, 0.098, 0.081, 0.103, 0.070, 0.109, -0.254, -0.185, -0.180, 0.729, -0.358, -0.350, -0.199, 0.104, 0.067, 0.108, 0.094, 0.097, 0.096, 0.106, 0.092, -0.195, -0.181, -0.242, 0.720, -0.364, -0.339, -0.206, 0.096, 0.100, 0.102, 0.112, 0.103, 0.105, 0.105, 0.100, 0.045, -0.126, -0.128, -0.134, -0.119, 0.079, 0.095, 0.071, 0.094, 0.099, 0.006, -0.108, -0.090, -0.146, -0.115, 0.139, 0.097, 0.074, 0.080, 0.086]
}


Entry 3:
{
  "formula": "C5H9NO4",
  "method": "ωB97M-V with the def2-TZVPD basis set",
  "orbital_gap_ha": 0.3700,
  "homo_ev": -9.851,
  "e_above_lowest_kj_mol": 277.61,
  "smiles": "O=CN(C=O)[C@@H]1C[C@@H]1O.O",
  "charge": 0,
  "elements": ["O", "C", "C", "C", "N", "C", "O", "C", "O", "H", "H", "H", "H", "H", "H", "H", "O", "H", "H"],
  "coordinates": [[-0.74, -1.15, -1.18], [-1.60, -0.45, -0.35], [-1.49, -0.62, 1.14], [-0.98, 0.64, 0.48], [0.45, 0.86, 0.39], [0.94, 1.35, -0.90], [1.96, 1.97, -1.07], [1.14, 0.99, 1.59], [2.19, 1.57, 1.74], [-1.14, -1.99, -1.43], [-2.58, -0.23, -0.78], [-2.38, -0.55, 1.76], [-0.73, -1.33, 1.48], [-1.57, 1.55, 0.61], [0.13, 1.31, -1.66], [0.56, 0.58, 2.44], [2.33, -1.50, -1.55], [1.59, -1.91, -1.99], [1.94, -1.08, -0.71]],
  "nbo_charge": [-0.715, 0.082, -0.453, -0.084, -0.525, 0.549, -0.488, 0.538, -0.518, 0.485, 0.189, 0.233, 0.238, 0.215, 0.133, 0.116, -0.936, 0.467, 0.472]
}


Entry 4:
{
  "formula": "C4H8O2",
  "method": "ωB97M-V with the def2-TZVPD basis set",
  "orbital_gap_ha": 0.3873,
  "homo_ev": -9.791,
  "e_above_lowest_kj_mol": 197.90,
  "smiles": "C=C=O.CCO",
  "charge": 0,
  "elements": ["C", "C", "O", "C", "C", "O", "H", "H", "H", "H", "H", "H", "H", "H"],
  "coordinates": [[2.57, 0.40, 0.04], [1.56, 1.15, 0.40], [0.62, 1.79, 0.69], [-0.61, -1.04, -0.43], [-1.71, -0.28, 0.30], [-2.03, 0.96, -0.31], [2.60, -0.64, 0.35], [0.28, -0.42, -0.54], [3.29, 0.83, -0.65], [-0.94, -1.35, -1.43], [-0.28, -1.93, 0.12], [-1.45, -0.13, 1.36], [-2.62, -0.88, 0.26], [-1.29, 1.55, -0.15]],
  "nbo_charge": [-0.779, 0.730, -0.489, -0.638, -0.063, -0.724, 0.273, 0.197, 0.271, 0.213, 0.205, 0.153, 0.175, 0.475]
}